Record 1
DFT (ωB97M-V/def2-TZVPD) results for 14 unconnected molecules or ions with the total composition C4H36BrN3O15PS at a distorted geometry.

Computed properties:
strongest force on any atom	3.2	eV/A
frontier orbital gap	7.7	eV
highest occupied orbital energy	-12.14	eV

ORCA input file:
```
! wB97M-V def2-TZVPD RIJCOSX def2/J DEFGRID3
* xyz 1 1
Br -0.037 2.473 0.059
S 3.174 -1.697 -0.127
P 2.200 -0.162 0.547
O -3.678 4.030 5.586
O 0.297 0.757 -6.957
O -1.504 -0.806 -5.150
O -3.400 0.129 -2.975
O 4.812 -1.194 -3.221
O 2.686 -5.201 1.034
O 2.541 0.013 2.136
O -2.712 1.759 3.827
O 4.825 2.665 1.388
O 1.771 -8.021 0.969
O 4.864 2.600 4.305
O 2.761 1.161 -0.223
O 0.213 5.567 -1.328
O -0.435 -5.031 1.692
O -5.670 1.843 -3.852
N -3.410 1.187 0.702
N -1.601 0.117 1.702
N -1.718 0.309 -0.654
C -2.244 0.527 0.590
C -0.270 0.645 -0.624
C -0.467 -0.803 1.474
C 0.384 -0.446 0.227
H 0.119 0.556 -1.634
H -2.251 -0.228 2.408
H 0.147 -0.909 2.365
H -3.559 2.064 0.233
H -2.872 2.705 3.957
H -2.636 -0.369 -3.310
H 5.361 2.963 3.562
H -3.942 -0.536 -2.534
H -3.597 3.168 6.010
H 5.620 2.202 1.099
H 4.327 1.994 1.871
H 2.471 -7.393 1.181
H -0.893 -1.796 1.310
H -5.058 1.198 -3.480
H -2.218 0.854 -1.361
H -0.623 5.954 -1.048
H 5.482 2.010 4.747
H 2.642 -4.304 0.690
H 0.395 1.577 -6.462
H -0.984 -0.502 -5.910
H 2.631 1.936 0.348
H 4.573 -1.450 -2.322
H 0.372 -1.354 -0.370
H 3.994 -0.853 -3.593
H -4.144 0.758 1.244
H -5.193 2.219 -4.598
H 1.852 0.474 2.639
H 1.182 0.377 -6.974
H -1.059 -4.754 2.369
H 1.873 -8.720 1.622
H -1.608 -1.752 -5.300
H 1.772 -5.509 1.002
H 0.254 4.710 -0.889
H -4.553 4.337 5.844
H -2.369 1.697 2.932
H -0.888 -5.745 1.227
*
```

---

Record 2
DFT (ωB97M-V/def2-TZVPD) results for 14 unconnected molecules or ions with the total composition C4H36N2O14S at a distorted geometry.

Computed properties:
strongest force on any atom	6.5	eV/A
frontier orbital gap	9.5	eV
highest occupied orbital energy	-9.36	eV

ORCA input file:
```
! wB97M-V def2-TZVPD RIJCOSX def2/J DEFGRID3
* xyz 0 1
S 1.827 2.942 -0.394
O -3.428 -1.386 0.851
O 3.438 0.650 -2.271
O -0.638 1.192 3.837
O 1.080 -0.229 -3.313
O -2.695 1.037 1.743
O -1.018 -0.762 -0.431
O -1.818 0.762 -2.874
O -4.039 0.805 -1.374
O 3.494 -2.297 -0.982
O 0.277 -4.597 -0.453
O -3.047 3.290 -1.511
O -1.309 3.843 1.678
O 1.147 -2.564 -2.091
O 2.070 0.688 3.373
N 2.200 -0.111 0.403
N 0.063 -1.973 0.890
C 0.866 0.470 0.590
C 0.545 1.559 -0.408
C -0.036 -0.751 0.273
C 1.214 -2.381 1.740
H 3.093 -1.961 -0.142
H -0.344 -2.748 0.391
H 2.829 0.110 1.145
H -2.098 4.025 2.209
H -2.851 1.146 0.775
H -1.404 0.944 3.329
H -3.883 -0.909 0.120
H -1.701 1.654 -2.668
H 2.666 0.280 -2.804
H 1.220 0.870 3.929
H 2.649 0.325 -0.439
H 3.183 1.585 -2.358
H -2.727 0.015 1.776
H 0.920 -1.059 -2.848
H 4.055 -1.591 -1.360
H -0.524 1.824 -0.343
H -0.838 3.110 2.115
H 1.979 -2.735 1.066
H -3.284 0.600 -1.920
H 0.713 -2.366 -1.213
H 2.063 -2.506 -1.782
H -2.878 3.094 -0.614
H 1.188 -4.948 -0.315
H 0.075 -4.463 -1.392
H 1.591 -1.616 2.445
H 0.887 -0.314 -4.267
H -0.971 0.323 -2.509
H 0.861 -3.189 2.308
H -1.145 1.556 4.588
H 0.757 0.700 1.658
H 0.683 1.039 -1.244
H 1.229 4.058 0.100
H -2.470 -1.406 0.666
H -3.674 2.572 -1.731
H -4.688 0.336 -1.721
H 2.645 1.457 3.775
*
```

---

Record 3
DFT (ωB97M-V/def2-TZVPD) results for 13 unconnected molecules or ions with the total composition C4H36NO13 at a distorted geometry.

Computed properties:
⟨S²⟩	0.75
strongest force on any atom	5.1	eV/A
frontier orbital gap (spin up / spin down)	2.3 / 10.2	eV
highest occupied orbital energy (spin up / spin down)	-2.14 / -10.07	eV

ORCA input file:
```
! wB97M-V def2-TZVPD RIJCOSX def2/J DEFGRID3
* xyz 0 2
O -3.261 0.858 0.665
O 1.880 2.960 -2.217
O 0.431 0.980 -3.447
O 4.086 2.000 -0.946
O 3.232 -0.606 -0.968
O -1.541 -1.865 -3.076
O 1.858 2.559 0.406
O -1.198 1.161 4.119
O -0.233 0.723 -0.208
O 1.527 -1.299 -2.807
O -2.090 -1.749 3.976
O -0.591 2.806 2.051
O -2.582 -3.206 -1.059
N -1.897 -1.597 1.370
C 0.244 -0.458 0.465
C -0.118 -2.917 0.239
C 0.707 -0.114 1.904
C -0.862 -1.484 0.268
H 0.880 -2.842 0.637
H -0.788 -1.447 -2.683
H -0.980 1.827 3.421
H 2.473 2.304 -2.021
H -2.930 -1.356 4.307
H 0.081 0.751 2.309
H -1.560 1.578 4.836
H -0.750 -3.744 0.432
H 2.665 -0.536 -1.722
H -2.475 -0.646 1.459
H 0.100 1.103 -2.521
H -1.078 3.639 1.914
H 1.503 2.985 -0.367
H -2.530 -2.487 1.148
H 2.252 3.858 -2.324
H 4.514 1.380 -0.248
H -3.625 1.512 1.177
H 4.334 1.567 -1.719
H -1.508 -1.784 2.256
H -2.251 -1.400 -3.452
H -3.382 -3.683 -1.020
H -1.386 -1.119 -0.720
H 0.708 -1.064 2.534
H 1.187 -0.344 -3.152
H 3.674 -1.398 -1.228
H 0.201 1.530 0.207
H 0.941 -0.893 -0.286
H -1.486 -0.891 4.108
H 1.746 0.255 1.961
H 2.434 1.895 0.041
H 0.324 2.963 1.736
H 0.063 -3.129 -0.904
H -2.206 -3.209 -1.914
H 0.966 1.772 -3.621
H 1.832 -1.777 -3.522
H -2.626 1.268 0.177
*
```

---

Record 4
DFT (ωB97M-V/def2-TZVPD) results for 15 unconnected molecules or ions with the total composition C4H36O16 at a distorted geometry.

Computed properties:
strongest force on any atom	1.2	eV/A
frontier orbital gap	10.7	eV
highest occupied orbital energy	-10.65	eV

ORCA input file:
```
! wB97M-V def2-TZVPD RIJCOSX def2/J DEFGRID3
* xyz 0 1
O 2.054 -0.549 -3.800
O -0.749 2.528 1.313
O -2.260 0.843 2.789
O -3.250 -1.621 2.179
O 2.588 -0.107 0.370
O -2.260 0.458 -5.011
O 2.591 0.599 3.854
O -0.915 -0.116 4.731
O 2.008 1.435 -1.889
O -0.347 -1.372 -4.865
O -2.356 2.375 -3.171
O 2.004 -2.020 1.320
O -1.352 -2.633 3.851
O -0.368 2.706 -1.453
O 4.239 -0.773 2.072
O 1.937 2.236 1.896
C 0.076 -1.969 -1.034
C 0.356 -0.864 -0.014
C -1.318 -1.771 -1.621
C 1.693 -1.079 0.621
H 1.160 -0.813 -4.129
H 0.980 2.410 1.690
H -0.631 -2.720 3.203
H 3.832 -1.649 2.104
H 1.986 0.803 -2.646
H -0.424 -0.871 0.757
H 3.746 -0.300 2.804
H 3.472 -0.308 0.938
H 2.218 1.644 1.181
H -1.039 -1.091 4.561
H -2.957 -0.697 2.366
H -1.636 2.419 -2.483
H -2.105 -1.933 -0.884
H -1.443 -0.801 -2.106
H -0.313 -1.642 -5.786
H 0.820 -1.949 -1.844
H 2.587 -0.303 -4.570
H -0.508 2.583 -0.481
H 2.973 1.153 4.544
H -1.664 0.517 3.575
H 0.506 2.270 -1.638
H -1.104 3.391 1.571
H -3.159 0.123 -4.941
H -3.021 1.245 3.221
H -1.506 -2.476 -2.435
H 0.048 -0.011 4.600
H -1.340 1.859 1.798
H 0.156 -2.958 -0.563
H 0.277 0.108 -0.494
H -3.058 -1.784 1.250
H -2.223 1.161 -4.303
H 2.257 0.918 -1.097
H -1.045 -0.664 -4.833
H -2.326 3.240 -3.583
H -2.158 -2.461 3.328
H 2.274 1.278 3.183
*
```

---

Record 5
DFT (ωB97M-V/def2-TZVPD) results for 15 unconnected molecules or ions with the total composition C4H37NO15 at a distorted geometry.

Computed properties:
strongest force on any atom	1.8	eV/A
frontier orbital gap	10.3	eV
highest occupied orbital energy	-10.10	eV

ORCA input file:
```
! wB97M-V def2-TZVPD RIJCOSX def2/J DEFGRID3
* xyz 0 1
O -3.918 2.184 1.101
O 0.601 -3.708 1.341
O 2.645 -0.273 2.883
O 0.334 -0.758 -0.082
O -1.063 3.179 1.586
O -0.715 -1.521 -2.396
O 1.099 -3.603 -2.013
O -2.634 -0.256 3.343
O -0.080 0.970 2.968
O -0.557 3.637 -2.672
O 3.128 -2.865 1.741
O -2.889 0.642 -1.302
O -1.716 -2.364 1.459
O -3.185 -2.101 -1.033
O -1.167 0.741 -3.802
N 2.059 0.630 -0.397
C 2.891 -0.386 -1.012
C 2.656 1.966 -0.278
C 1.660 3.048 -0.634
C 0.794 0.400 -0.043
H -0.974 -0.157 -3.448
H 2.029 4.066 -0.480
H -0.224 1.886 2.680
H 0.282 0.926 3.858
H -3.563 1.114 -1.814
H 0.684 -2.918 0.800
H 0.506 -4.569 0.937
H -2.140 0.766 -1.908
H -4.061 1.532 1.807
H 0.692 -2.802 -2.396
H -1.163 3.407 -1.955
H 3.560 2.127 -0.863
H -0.854 3.932 2.154
H 3.031 2.074 0.747
H 3.724 -0.633 -0.347
H -1.022 0.715 -4.752
H -2.968 -2.636 -0.259
H -0.158 -1.159 -1.675
H 1.424 3.043 -1.697
H 3.283 -0.053 -1.972
H -3.288 -1.165 -0.805
H 0.271 1.227 0.422
H -1.013 -2.885 1.892
H 3.148 -3.641 2.304
H -0.659 2.852 -3.234
H 0.679 3.080 -0.171
H 2.670 -3.114 0.933
H -2.015 3.055 1.748
H 2.345 -1.320 -1.115
H -1.200 -1.786 0.880
H 1.406 -4.092 -2.784
H -1.480 -1.918 -1.939
H -3.666 1.550 0.411
H 2.042 -0.234 2.133
H 2.898 -1.208 2.894
H -1.861 0.293 3.543
H -2.307 -0.918 2.714
*
```

---

Record 6
DFT (ωB97M-V/def2-TZVPD) results for 15 unconnected molecules or ions with the total composition C4H37NO16 at a distorted geometry.

Computed properties:
strongest force on any atom	7.3	eV/A
frontier orbital gap	8.6	eV
highest occupied orbital energy	-8.52	eV

ORCA input file:
```
! wB97M-V def2-TZVPD RIJCOSX def2/J DEFGRID3
* xyz 0 1
O 1.108 0.209 3.691
O -1.607 0.695 1.944
O 0.706 -0.850 -3.811
O 4.163 0.070 -1.967
O 1.604 1.767 0.166
O -2.456 -2.039 -0.804
O -3.892 0.610 -1.582
O 3.132 2.778 -1.578
O -4.104 0.817 1.110
O -0.223 -2.134 3.714
O 0.804 2.850 3.158
O -1.988 2.437 -1.649
O 0.060 1.024 -1.252
O 1.219 2.339 -3.261
O -2.705 -2.336 2.058
O -2.160 -1.322 -3.598
N 1.820 -1.102 0.238
C 0.704 -0.336 0.665
C 3.055 -0.830 0.971
C 0.729 0.903 -0.248
C 1.464 -2.538 0.088
H -4.056 0.709 0.082
H 0.837 -0.247 1.782
H 1.166 3.251 2.354
H 1.209 1.135 3.452
H -2.882 -1.338 -0.384
H -4.046 -0.170 1.300
H -0.326 -0.901 0.594
H -2.406 -1.087 -2.671
H -0.166 2.839 3.010
H -1.162 2.069 -1.574
H 0.905 -2.998 0.857
H -2.653 -2.754 -0.182
H -2.513 0.894 1.903
H -3.036 0.921 -1.594
H -2.149 2.967 -2.424
H 3.067 -0.467 2.022
H 0.714 2.024 -2.508
H 0.565 -2.347 4.315
H -1.532 0.535 2.956
H -3.556 -2.537 2.445
H 2.759 2.652 -2.499
H 3.852 2.097 -1.555
H 1.012 -2.688 -0.870
H 0.417 -0.694 -2.846
H -2.844 -1.925 -3.819
H 3.549 0.066 0.470
H -4.410 1.487 -1.789
H -0.084 -0.899 -4.178
H 2.140 2.280 -0.531
H 3.756 -1.744 0.777
H 0.011 -1.261 3.361
H 4.174 -0.547 -1.263
H 1.112 1.627 -3.870
H 3.698 -0.468 -2.578
H 2.373 -3.086 0.045
H 1.037 0.051 4.666
H -1.967 -2.456 2.693
*
```

---

Record 7
DFT (ωB97M-V/def2-TZVPD) results for 20 unconnected molecules or ions with the total composition C4H38BO27 at a distorted geometry.

Computed properties:
strongest force on any atom	5.3	eV/A
frontier orbital gap	9.3	eV
highest occupied orbital energy	-7.77	eV

ORCA input file:
```
! wB97M-V def2-TZVPD RIJCOSX def2/J DEFGRID3
* xyz -1 1
O 3.536 -1.090 0.359
O -0.189 4.226 -0.374
O 7.962 3.299 1.352
O 5.648 -3.918 -2.603
O 2.205 -1.049 -4.172
O -0.953 -1.817 1.064
O 2.429 2.654 -2.857
O -0.570 2.808 5.204
O 1.664 6.331 3.455
O -3.113 -2.308 0.601
O -6.853 1.539 1.689
O -6.049 -3.915 4.395
O 0.469 0.159 1.416
O -4.653 -3.110 -6.241
O -0.551 -0.427 -0.710
O 2.497 1.187 1.996
O -2.550 -0.603 -1.671
O 6.344 2.036 -2.291
O -6.126 -4.800 -2.931
O -6.035 0.879 -5.807
O 9.324 -0.278 -1.781
O 5.417 -3.435 4.321
O -8.447 -2.145 -0.383
O -2.216 -1.644 5.466
O -2.046 2.427 -4.808
O 1.335 -1.635 0.162
O 3.077 1.248 6.721
C -2.017 -1.786 0.412
C 1.796 0.296 1.528
C -1.751 -0.866 -0.763
C 2.341 -0.852 0.612
B 0.092 -0.916 0.473
H 3.502 1.334 5.867
H 2.352 6.566 4.078
H -5.174 -3.810 4.769
H 5.799 -3.294 3.454
H -1.362 2.678 5.725
H -6.906 0.579 -6.067
H -2.950 -1.036 5.557
H 7.281 2.839 0.861
H 6.408 -4.239 -2.116
H -0.862 2.724 4.296
H 2.212 -0.128 -3.910
H -5.594 -4.088 -3.285
H -4.880 -2.200 -6.047
H -8.790 -1.564 -1.062
H 6.513 2.237 -3.212
H -2.855 1.929 -4.928
H 2.447 -1.527 -3.379
H 2.724 3.425 -3.342
H 1.662 2.955 -2.370
H -3.697 -3.114 -6.288
H -7.617 2.105 1.577
H -0.329 3.663 0.387
H -7.155 0.672 1.420
H -1.738 2.178 -3.937
H -1.838 -1.438 4.611
H 5.063 -3.568 -1.931
H 9.311 -0.653 -0.900
H 5.402 1.873 -2.250
H 8.513 0.229 -1.838
H -7.622 -2.472 -0.741
H 1.308 5.508 3.790
H 4.554 -3.809 4.145
H 8.611 2.624 1.550
H -5.909 -3.894 3.449
H -6.135 1.144 -4.893
H -5.669 -5.598 -3.198
H 2.313 1.822 6.667
H -0.911 4.854 -0.344
*
```

---

Record 8
DFT (ωB97M-V/def2-TZVPD) results for 14 unconnected molecules or ions with the total composition C4H38N2O14 at a distorted geometry.

Computed properties:
strongest force on any atom	7.0	eV/A
frontier orbital gap	8.7	eV
highest occupied orbital energy	-8.83	eV

ORCA input file:
```
! wB97M-V def2-TZVPD RIJCOSX def2/J DEFGRID3
* xyz 0 1
O 1.778 -2.207 1.105
O -3.530 0.626 -1.207
O -2.931 -0.855 2.124
O 3.755 -0.397 -0.585
O 3.572 0.328 1.958
O -2.986 1.664 1.176
O 2.033 0.789 -1.746
O 0.146 2.333 2.924
O 1.896 2.479 0.377
O -0.180 3.941 -0.287
O 4.462 2.181 -0.180
O -0.433 -0.156 2.349
O -1.026 -3.708 1.794
O -1.487 2.346 -1.741
N -0.988 -0.301 -0.538
N 0.073 -3.370 -0.905
C 0.272 -2.400 -2.000
C -1.870 -1.212 -1.466
C -0.948 -1.627 -2.523
C -3.122 -0.495 -1.969
H -2.039 1.758 1.338
H -1.614 -2.268 -3.205
H 0.947 -1.629 -1.677
H -0.744 3.178 -0.563
H 4.256 1.818 0.676
H -1.969 -0.565 2.196
H 0.114 3.216 2.501
H 2.453 0.611 -2.602
H 1.359 -2.728 1.794
H 1.204 -2.068 0.359
H -3.306 0.589 -0.276
H 1.181 2.051 -0.055
H -2.248 1.674 -1.616
H 2.791 -0.167 1.871
H 2.862 0.897 -1.171
H -0.487 -2.953 1.494
H -4.025 -1.174 -1.987
H 3.510 2.114 -0.355
H -3.299 -0.048 -2.945
H -0.089 2.530 3.860
H -3.580 -0.611 2.717
H 0.541 -4.187 -0.808
H -3.349 1.621 1.983
H -0.968 -3.417 -0.585
H 4.205 -0.338 2.282
H 0.755 3.762 -0.620
H -0.113 -0.363 1.424
H -2.261 -1.991 -0.564
H -1.488 0.099 0.243
H -0.599 0.428 -1.080
H -1.461 2.681 -2.665
H -0.046 0.768 2.492
H -0.515 -0.753 -3.038
H 0.691 -3.058 -2.862
H 1.800 2.435 1.246
H 4.511 -0.128 -1.042
H -1.608 -3.211 2.294
H 4.144 -0.532 0.287
*
```

---

Q: Number 8 is which compound?
A: C4H38N2O14

---

Q: Among the records above, which one has the lowest strongest force on any atom?
A: C4H36O16

---

Q: Among the records above, which one has the highest strongest force on any atom?
A: C4H37NO16